{"formula": "C5H8N", "method": "ωB97M-V with the def2-TZVPD basis set", "elements": ["C", "C", "C", "N", "C", "C", "H", "H", "H", "H", "H", "H", "H", "H"], "positions_angstrom": [[2.67854, -1.19294, -0.06710], [1.63539, -0.58451, 0.09388], [0.38194, 0.08323, 0.43762], [0.25070, 1.49684, -0.08044], [-0.73173, -0.57468, -0.33250], [-1.73710, -1.30515, 0.08517], [3.57211, -1.76598, -0.06148], [0.17703, 0.21089, 1.59877], [-0.56751, 1.97264, 0.27493], [0.15668, 1.55973, -1.13301], [0.98920, 2.09348, 0.09989], [-0.68899, -0.54844, -1.34645], [-2.34198, -1.69021, -0.60409], [-1.81922, -1.45044, 1.16867]], "forces_ev_per_angstrom": [[-2.2, 1.2, 0.6], [2.0, -0.3, 0.2], [-1.4, -0.2, 1.3], [-0.9, 0.0, -2.4], [-0.4, -0.8, 2.2], [2.6, 1.6, 4.2], [0.2, -0.1, -0.3], [0.6, -0.7, -2.4], [-0.6, -0.2, 0.4], [0.1, -0.6, 1.2], [2.5, 1.4, 0.9], [0.9, 0.6, -3.1], [-2.7, -1.7, -2.3], [-0.6, -0.3, -0.5]], "smiles": "C#C[C@@H]([NH3+])C=C", "gap_ev": 10.563, "energy_ha": -249.69169, "multiplicity": 1, "charge": 1}